No. 1
The following is a DFT calculation (the ωB97M-V functional and the def2-TZVPD basis) of C33H52N4S as an isolated structure.

Computed properties:
highest occupied orbital energy = -8.16 eV
largest force on an atom = 0.83 eV/Å
gap between HOMO and LUMO = 7.84 eV

Geometry as ORCA input:
```
! wB97M-V def2-TZVPD RIJCOSX def2/J DEFGRID3
* xyz 0 1
C 3.562 4.549 0.587
C 2.847 4.574 1.548
C 1.960 4.603 2.709
C 1.119 3.309 2.736
C 0.057 3.315 1.628
C -1.268 2.661 1.946
C -1.902 1.859 1.041
C -1.355 1.550 -0.327
C -0.557 0.242 -0.376
C 0.123 0.078 -1.736
C 1.357 0.961 -1.938
C 2.389 0.930 -0.805
C 2.754 -0.474 -0.268
C 4.258 -0.745 -0.360
C 4.647 -2.086 0.291
C 5.106 -1.948 1.752
C 6.131 -3.013 2.194
C 5.542 -4.066 3.139
C 4.336 -4.795 2.546
N 3.144 -4.791 3.386
C 3.035 -4.603 4.732
C 1.718 -4.704 5.090
C 0.992 -4.967 3.905
C 1.893 -5.018 2.879
C -3.151 1.231 1.357
C -3.781 1.397 2.539
C -3.191 2.242 3.509
N -3.661 2.556 4.709
S -2.606 3.588 5.353
N -1.532 3.672 4.177
C -1.944 2.871 3.189
H 4.000 4.373 -0.363
H 1.296 5.453 2.557
H 2.529 4.730 3.625
H 0.704 3.155 3.722
H 1.819 2.494 2.558
H -0.116 4.323 1.247
H 0.485 2.769 0.795
H -2.183 1.482 -1.032
H -0.718 2.357 -0.680
H -1.251 -0.585 -0.221
H 0.176 0.212 0.426
H 0.381 -0.961 -1.924
H -0.611 0.354 -2.497
H 1.070 1.999 -2.108
H 1.856 0.629 -2.850
H 3.310 1.395 -1.154
H 2.048 1.543 0.028
H 2.250 -1.259 -0.829
H 2.439 -0.550 0.771
H 4.559 -0.726 -1.405
H 4.760 0.060 0.178
H 3.779 -2.743 0.227
H 5.443 -2.534 -0.301
H 5.582 -0.973 1.834
H 4.246 -1.957 2.420
H 6.563 -3.507 1.326
H 6.940 -2.522 2.733
H 6.319 -4.791 3.378
H 5.290 -3.565 4.068
H 4.064 -4.328 1.605
H 4.589 -5.829 2.318
H 3.879 -4.404 5.362
H 1.321 -4.604 6.082
H -0.071 -5.103 3.827
H 1.705 -5.190 1.835
H -3.612 0.610 0.604
H -4.728 0.911 2.722
C -6.352 -0.365 -6.573
C -5.892 -0.442 -5.125
N -4.546 0.062 -4.928
C -3.984 -0.278 -3.634
C -4.651 0.302 -2.380
C -4.309 1.419 -5.388
C -5.186 2.539 -4.813
H -5.635 -0.854 -7.234
H -7.314 -0.867 -6.682
H -6.483 0.665 -6.908
H -5.897 -1.493 -4.820
H -6.634 0.067 -4.490
H -2.926 0.002 -3.636
H -3.994 -1.369 -3.551
H -4.440 1.364 -2.261
H -4.261 -0.206 -1.494
H -5.732 0.162 -2.385
H -4.416 1.428 -6.476
H -3.257 1.656 -5.208
H -6.243 2.270 -4.810
H -5.080 3.437 -5.425
H -4.899 2.807 -3.797
*
```

=====

No. 2
The following is a DFT calculation (the ωB97M-V functional and the def2-TZVPD basis) of a 8-piece molecular cluster, C33H53BClO23 overall in a non-equilibrium geometry.

Computed properties:
highest occupied orbital energy = -3.49 eV
largest force on an atom = 2.47 eV/Å
gap between HOMO and LUMO = 4.78 eV

Geometry as ORCA input:
```
! wB97M-V def2-TZVPD RIJCOSX def2/J DEFGRID3
* xyz -1 1
C 1.563 -3.547 -0.257
C 1.985 -2.500 -1.336
Cl 0.881 -1.030 -1.180
C 1.777 -3.142 -2.743
C 3.088 -3.497 -3.511
C 4.389 -3.863 -2.715
O 5.159 -4.460 -3.793
B 4.132 -5.299 -4.478
O 2.789 -4.755 -4.076
H 2.075 -3.403 0.707
H 0.467 -3.470 -0.098
H 1.745 -4.549 -0.660
H 3.016 -2.185 -1.126
H 1.199 -2.418 -3.348
H 1.195 -4.069 -2.625
H 3.427 -2.673 -4.174
H 4.317 -4.665 -1.946
H 5.073 -3.051 -2.390
H 4.233 -6.413 -3.998
H 4.134 -5.295 -5.689
C 1.044 -8.496 3.587
C 1.883 -7.495 2.824
C 1.157 -6.222 2.482
O 1.823 -5.805 1.285
C 2.315 -6.924 0.694
O 2.753 -6.963 -0.406
O 2.230 -7.994 1.529
H 1.645 -9.365 3.859
H 0.639 -8.055 4.499
H 0.221 -8.861 2.970
H 2.812 -7.289 3.367
H 1.252 -5.464 3.258
H 0.098 -6.371 2.258
C 0.561 -7.307 -3.506
C -0.773 -7.538 -2.834
C -1.355 -6.307 -2.195
O -2.141 -6.860 -1.130
C -1.580 -8.048 -0.795
O -1.870 -8.677 0.173
O -0.648 -8.420 -1.704
H 0.900 -8.217 -4.003
H 0.496 -6.511 -4.249
H 1.327 -7.044 -2.775
H -1.479 -7.992 -3.538
H -1.980 -5.736 -2.879
H -0.599 -5.645 -1.764
C -2.498 1.071 -2.043
C -3.818 0.846 -1.345
C -3.733 -0.120 -0.200
O -5.053 -0.679 -0.179
C -5.546 -0.586 -1.441
O -6.538 -1.127 -1.813
O -4.757 0.196 -2.218
H -2.607 1.828 -2.822
H -1.733 1.400 -1.347
H -2.160 0.159 -2.541
H -4.250 1.797 -1.031
H -3.502 0.370 0.743
H -3.017 -0.930 -0.368
C -0.174 6.639 -1.867
C -0.963 5.368 -2.076
C -2.419 5.588 -2.387
O -3.023 4.397 -1.873
C -2.221 3.941 -0.880
O -2.518 3.079 -0.113
O -1.037 4.598 -0.867
H 0.878 6.410 -1.708
H -0.259 7.305 -2.727
H -0.516 7.168 -0.973
H -0.485 4.750 -2.842
H -2.610 5.687 -3.455
H -2.848 6.449 -1.866
C 1.270 5.320 3.176
C 2.033 6.374 2.407
C 1.235 7.612 2.103
O 1.847 8.076 0.892
C 2.380 6.993 0.275
O 2.797 6.992 -0.841
O 2.372 5.914 1.091
H 1.923 4.481 3.419
H 0.869 5.727 4.105
H 0.451 4.919 2.577
H 2.964 6.622 2.928
H 1.311 8.363 2.885
H 0.179 7.407 1.903
C 4.246 13.334 2.751
C 3.442 12.068 2.562
C 1.988 12.302 2.251
O 1.372 11.126 2.783
C 2.170 10.673 3.780
O 1.862 9.822 4.550
O 3.363 11.316 3.781
H 5.298 13.095 2.907
H 4.165 13.984 1.879
H 3.911 13.879 3.635
H 3.911 11.433 1.804
H 1.796 12.388 1.183
H 1.572 13.175 2.762
C -5.560 -3.244 0.910
C -4.901 -4.462 1.521
C -4.988 -4.520 3.022
O -3.814 -5.260 3.367
C -2.908 -5.057 2.377
O -1.764 -5.369 2.441
O -3.481 -4.443 1.312
H -5.517 -3.296 -0.177
H -6.606 -3.167 1.211
H -5.040 -2.341 1.202
H -5.298 -5.376 1.067
H -5.884 -5.033 3.370
H -4.932 -3.536 3.496
*
```

=====

No. 3
The following is a DFT calculation (the ωB97M-V functional and the def2-TZVPD basis) of C33H53BCrF10N4OPS2Si as an isolated structure in a non-equilibrium geometry.

Computed properties:
relative energy (zero: lowest compared OMol25 entry of this formula, charge and spin) = 1.006 eV
highest occupied orbital energy (spin up / spin down) = -1.84 / -2.88 eV
largest force on an atom = 1.09 eV/Å
gap between HOMO and LUMO (spin up / spin down) = 6.03 / 6.90 eV
<S²> = 8.803

Geometry as ORCA input:
```
! wB97M-V def2-TZVPD RIJCOSX def2/J DEFGRID3
* xyz -2 6
Cr 0.307 0.467 0.164
S 4.546 2.689 -0.020
C 4.486 1.124 -0.677
C 3.219 0.636 -0.668
C 2.198 1.496 -0.091
C 2.807 2.678 0.268
C 2.235 3.979 0.697
C 3.045 5.108 0.930
C 2.465 6.330 1.192
C 1.079 6.437 1.222
C 0.359 5.275 1.018
N 0.912 4.084 0.781
H 5.389 0.642 -1.028
H 2.993 -0.340 -1.080
H 4.123 5.024 0.893
H 3.089 7.199 1.362
H 0.579 7.380 1.402
H -0.727 5.290 1.041
F 0.500 0.922 2.312
P 1.007 -0.106 3.578
F -0.228 0.460 4.446
F 1.470 -1.080 4.777
F 1.928 1.096 4.108
F 0.055 -1.232 2.955
F 2.209 -0.621 2.640
C -1.377 1.051 -4.175
Si -0.278 -0.161 -3.249
C -1.170 -1.793 -3.358
C 1.258 -0.330 -4.317
O 0.102 0.299 -1.774
H -1.734 0.606 -5.114
H -0.843 1.980 -4.418
H -2.252 1.321 -3.566
H -1.411 -2.034 -4.403
H -2.103 -1.755 -2.783
H -0.564 -2.604 -2.935
H 0.999 -0.661 -5.333
H 1.961 -1.054 -3.886
H 1.776 0.636 -4.393
F -2.447 -2.703 -0.730
B -2.737 -1.598 0.141
F -3.163 -2.103 1.380
F -3.717 -0.787 -0.445
F -1.542 -0.831 0.312
C 0.268 4.467 -3.114
C -1.026 4.061 -2.453
C -2.262 4.490 -2.922
C -3.450 4.056 -2.322
C -4.787 4.454 -2.900
C -3.389 3.279 -1.183
C -2.140 2.894 -0.625
C -0.982 3.221 -1.353
N -1.915 2.207 0.537
C -2.751 2.318 1.757
C -1.848 2.954 2.846
C -3.119 0.900 2.180
C -4.044 3.146 1.697
H 0.096 4.876 -4.112
H 0.941 3.610 -3.195
H 0.784 5.224 -2.516
H -2.310 5.124 -3.804
H -4.739 4.531 -3.989
H -5.114 5.425 -2.514
H -5.556 3.722 -2.644
H -4.306 2.886 -0.769
H -0.033 2.832 -1.001
H -0.802 2.915 2.558
H -1.961 2.407 3.784
H -2.124 4.002 3.010
H -2.235 0.286 2.341
H -3.735 0.416 1.422
H -3.683 0.951 3.117
H -3.888 4.132 1.252
H -4.385 3.290 2.726
H -4.841 2.632 1.153
C 4.921 -2.927 0.777
C 4.907 -4.441 1.015
C 3.507 -5.060 1.065
C 2.655 -4.595 2.252
N 1.890 -3.370 2.002
C 0.973 -3.260 0.960
S 1.236 -2.221 -0.329
N -0.181 -3.892 1.073
C -0.544 -4.932 2.011
C -0.199 -6.353 1.551
C -1.134 -6.932 0.486
C -1.139 -6.187 -0.853
H 5.938 -2.568 0.600
H 4.534 -2.367 1.632
H 4.303 -2.655 -0.082
H 5.429 -4.669 1.952
H 5.471 -4.935 0.217
H 3.597 -6.152 1.098
H 2.973 -4.805 0.143
H 3.297 -4.384 3.112
H 1.984 -5.392 2.560
H 2.489 -2.556 1.939
H -0.874 -3.608 0.382
H -1.625 -4.861 2.152
H -0.078 -4.707 2.973
H -0.217 -7.006 2.431
H 0.822 -6.364 1.158
H -2.152 -6.965 0.889
H -0.833 -7.970 0.314
H -1.687 -5.244 -0.807
H -1.611 -6.795 -1.629
H -0.121 -5.953 -1.179
*
```

=====

No. 4
The following is a DFT calculation (the ωB97M-V functional and the def2-TZVPD basis) of C33H53FeN2O2P2S as an isolated structure in a non-equilibrium geometry.

Computed properties:
relative energy (zero: lowest compared OMol25 entry of this formula, charge and spin) = 0.000 eV
highest occupied orbital energy (spin up / spin down) = -8.54 / -9.84 eV
largest force on an atom = 8.27 eV/Å
gap between HOMO and LUMO (spin up / spin down) = 5.78 / 5.55 eV
<S²> = 6.143

Geometry as ORCA input:
```
! wB97M-V def2-TZVPD RIJCOSX def2/J DEFGRID3
* xyz 1 5
C 2.273 0.741 -1.985
C 1.493 -1.522 -2.261
C 2.949 0.662 -3.196
C 2.275 -1.641 -3.418
C 2.963 -0.546 -3.913
H 3.465 1.540 -3.539
H 2.259 -2.597 -3.903
H 3.520 -0.630 -4.845
N 1.528 -0.304 -1.594
P 1.825 1.474 0.626
P -0.967 -1.900 -1.069
C 2.334 1.950 -1.018
H 3.354 2.348 -1.077
H 1.672 2.716 -1.451
C -0.876 0.239 1.120
O -1.748 0.546 1.910
C 0.527 -2.468 -1.781
H 0.676 -3.531 -2.125
C -1.779 -3.400 -0.098
C -1.891 -1.656 -2.731
C 3.439 0.906 1.455
C 1.235 3.167 1.325
C -1.669 -3.090 1.394
H -2.152 -2.145 1.668
H -2.176 -3.901 1.932
H -0.636 -3.059 1.743
C -3.261 -3.542 -0.448
H -3.834 -2.635 -0.227
H -3.425 -3.843 -1.489
H -3.667 -4.343 0.182
C -1.054 -4.699 -0.411
H -1.538 -5.481 0.187
H -1.141 -5.003 -1.459
H 0.003 -4.668 -0.131
C -3.318 -1.163 -2.459
H -3.342 -0.409 -1.661
H -3.695 -0.684 -3.373
H -4.015 -1.966 -2.206
C -1.165 -0.586 -3.536
H -1.068 0.353 -2.984
H -0.181 -0.909 -3.871
H -1.758 -0.381 -4.431
C -1.878 -2.998 -3.493
H -1.265 -3.789 -3.050
H -2.893 -3.393 -3.613
H -1.478 -2.832 -4.501
C 0.852 3.007 2.795
H 0.390 3.948 3.122
H 0.117 2.209 2.953
H 1.714 2.832 3.447
C -0.002 3.575 0.531
H 0.213 3.805 -0.515
H -0.786 2.815 0.547
H -0.414 4.482 0.986
C 2.294 4.255 1.159
H 1.796 5.220 1.299
H 3.085 4.207 1.909
H 2.750 4.271 0.164
C 4.030 -0.291 0.704
H 5.016 -0.523 1.130
H 3.422 -1.186 0.824
H 4.163 -0.098 -0.363
C 3.126 0.454 2.894
H 2.355 -0.330 2.908
H 4.042 0.032 3.339
H 2.797 1.277 3.538
C 4.512 2.001 1.465
H 4.677 2.435 0.472
H 4.305 2.803 2.180
H 5.463 1.545 1.775
Fe 0.407 -0.288 0.075
N 1.248 -1.827 0.938
C 1.622 -2.824 0.362
C 2.426 -3.923 0.253
C 2.800 -4.325 1.528
C 2.919 -4.576 -0.893
C 3.659 -5.402 1.703
H 2.399 -3.751 2.359
C 3.788 -5.651 -0.733
H 2.686 -4.267 -1.897
C 4.156 -6.081 0.564
H 3.927 -5.700 2.731
H 4.217 -6.206 -1.580
H 4.839 -6.940 0.736
C -3.216 3.846 -2.601
S -3.101 2.331 -1.660
C -3.588 2.859 -0.073
O -1.641 1.982 -1.615
H -2.813 4.658 -1.994
H -4.263 4.034 -2.847
H -2.636 3.738 -3.521
H -4.667 2.802 -0.001
H -3.156 2.220 0.679
H -3.270 3.878 0.083
*
```

=====

No. 5
The following is a DFT calculation (the ωB97M-V functional and the def2-TZVPD basis) of a 7-piece molecular cluster, C33H53NO8 overall in a non-equilibrium geometry.

Computed properties:
SMILES = [H]/N=C\C[C@@]1(C=C)CC(=O)O[C@H]1Cc1ccccc1.CC(C)=O.CC(C)=O.CC(C)=O.CC(C)=O.CC(C)=O.CC(C)=O
highest occupied orbital energy = -8.14 eV
largest force on an atom = 3.13 eV/Å
gap between HOMO and LUMO = 8.55 eV

Geometry as ORCA input:
```
! wB97M-V def2-TZVPD RIJCOSX def2/J DEFGRID3
* xyz 0 1
C 0.104 0.011 1.259
C 1.254 -0.406 0.609
C 1.554 -0.249 -0.904
C 1.847 -1.736 -1.364
C 2.292 -1.935 -2.848
N 2.175 -3.107 -3.356
C 2.968 0.465 -1.173
C 2.744 1.310 -2.507
O 3.546 2.031 -3.010
O 1.445 1.044 -2.995
C 0.705 0.728 -1.778
C -0.856 0.616 -1.859
C -1.427 -0.826 -1.870
C -1.033 -1.812 -2.861
C -1.576 -3.155 -2.813
C -2.534 -3.533 -1.788
C -2.970 -2.549 -0.807
C -2.408 -1.202 -0.868
H -0.282 1.055 1.218
H -0.451 -0.712 1.913
H 2.020 -0.950 1.224
H 2.702 -2.098 -0.723
H 0.977 -2.387 -1.090
H 2.753 -1.169 -3.509
H 1.765 -3.737 -2.655
H 3.290 1.192 -0.379
H 3.814 -0.242 -1.345
H 0.834 1.704 -1.215
H -1.252 1.142 -0.947
H -1.240 1.229 -2.725
H -0.275 -1.483 -3.615
H -1.207 -3.875 -3.581
H -2.897 -4.582 -1.797
H -3.721 -2.828 -0.037
H -2.754 -0.455 -0.117
C 0.149 -2.233 5.366
C 0.840 -2.895 4.204
O 1.370 -2.241 3.330
C 0.849 -4.402 4.169
H 0.221 -1.151 5.261
H -0.906 -2.515 5.382
H 0.631 -2.527 6.301
H -0.175 -4.779 4.131
H 1.360 -4.791 5.052
H 1.380 -4.740 3.279
C 4.300 0.734 5.352
C 3.877 -0.355 6.303
O 2.846 -0.275 6.935
C 4.788 -1.549 6.437
H 3.553 1.528 5.357
H 5.258 1.153 5.667
H 4.380 0.333 4.340
H 5.767 -1.231 6.800
H 4.890 -2.049 5.472
H 4.360 -2.251 7.153
C 2.097 1.990 -8.246
C 0.822 1.779 -7.469
O -0.153 1.275 -7.983
C 0.811 2.220 -6.028
H 1.963 1.628 -9.265
H 2.340 3.054 -8.281
H 2.913 1.434 -7.780
H 0.997 3.294 -5.967
H 1.570 1.674 -5.466
H -0.166 2.009 -5.594
C -6.613 -7.136 -2.317
C -6.158 -5.785 -1.828
O -5.087 -5.641 -1.279
C -7.089 -4.620 -2.048
H -5.847 -7.878 -2.093
H -7.537 -7.423 -1.812
H -6.768 -7.108 -3.397
H -8.034 -4.796 -1.531
H -7.265 -4.481 -3.116
H -6.634 -3.714 -1.647
C 2.511 3.858 0.826
C 1.226 3.672 1.590
O 0.256 3.153 1.075
C 1.192 4.154 3.015
H 2.392 3.466 -0.185
H 2.756 4.920 0.764
H 3.319 3.315 1.320
H 1.378 5.229 3.048
H 1.942 3.623 3.606
H 0.209 3.957 3.441
C -2.319 5.505 1.595
C -2.072 6.809 2.308
O -1.231 6.902 3.177
C -2.911 7.993 1.899
H -1.646 4.745 1.989
H -3.349 5.181 1.758
H -2.126 5.623 0.527
H -3.967 7.779 2.075
H -2.744 8.220 0.845
H -2.626 8.861 2.494
*
```

=====

Question: largest force on an atom of number 2 (C33H53BClO23)?
Answer: 2.47 eV/Å

=====

Question: Look up the largest force on an atom of the fifth one.
Answer: 3.13 eV/Å

=====

Question: Among the records above, which one has the highest largest force on an atom?
Answer: C33H53FeN2O2P2S